[1]
{"formula": "C13H28N3O6", "method": "ωB97M-V with the def2-TZVPD basis set", "mol_weight_g_mol": 322.4, "charge": 1, "homo_lumo_gap_ev": 8.69, "fmax_ha_per_bohr": 0.0193, "lumo_ev": -4.10, "elements": ["C", "C", "O", "C", "C", "N", "C", "C", "C", "C", "O", "O", "C", "N", "N", "H", "H", "H", "H", "H", "H", "H", "H", "H", "H", "H", "H", "H", "H", "H", "H", "H", "H", "H", "H", "C", "C", "O", "C", "O", "O", "C", "H", "H", "H", "H", "H", "H", "H", "H"], "positions_angstrom": [[-2.70830, -3.53693, -3.53080], [-1.48615, -2.64198, -3.74428], [-0.22447, -3.28943, -3.54882], [-0.07416, -3.99281, -2.34201], [-0.19437, -3.13861, -1.06774], [0.32831, -1.76177, -1.22653], [0.20866, -0.98019, 0.03132], [0.52204, 0.48882, -0.19320], [-0.50452, 1.20658, -1.09060], [0.15970, 2.16204, -2.04561], [0.06097, 3.35358, -1.97818], [0.89559, 1.54099, -3.04531], [1.62811, -1.78358, -1.75853], [1.88194, -1.32142, -3.02641], [2.63822, -2.22574, -1.05977], [-3.46252, -3.29465, -4.28165], [-2.46198, -4.59574, -3.61857], [-3.17641, -3.35214, -2.56005], [-1.54345, -1.74419, -3.11648], [-1.46490, -2.30033, -4.78068], [0.92702, -4.43599, -2.37773], [-0.77078, -4.83412, -2.26363], [0.36207, -3.66425, -0.27553], [-1.22772, -3.07525, -0.72403], [-0.82006, -1.11146, 0.37604], [0.84475, -1.41137, 0.82001], [0.55097, 1.00278, 0.77132], [1.53260, 0.59312, -0.61058], [-1.12868, 0.50012, -1.64286], [-1.16316, 1.82065, -0.47336], [1.84135, 1.68398, -2.91489], [1.88755, -2.07861, -3.71375], [1.10062, -0.71918, -3.29251], [3.56032, -2.23366, -1.47433], [2.50877, -2.52701, -0.10476], [-0.98406, 3.79458, 6.54626], [-0.67397, 2.49795, 5.83345], [-0.80746, 2.62892, 4.40335], [0.21070, 3.22106, 3.79031], [1.23362, 3.59747, 4.29444], [-0.08717, 3.31264, 2.48769], [0.90397, 3.98220, 1.70343], [-1.97172, 4.15816, 6.26192], [-0.96782, 3.63808, 7.62438], [-0.25182, 4.56194, 6.29970], [-1.39059, 1.72574, 6.10498], [0.32638, 2.13768, 6.07082], [1.88508, 3.53347, 1.85190], [0.94644, 5.04170, 1.94659], [0.60049, 3.86616, 0.66527]], "nbo_charge": [-0.659, -0.076, -0.547, -0.089, -0.243, -0.514, -0.206, -0.415, -0.531, 0.796, -0.503, -0.759, 0.794, -0.823, -0.689, 0.241, 0.224, 0.209, 0.166, 0.204, 0.188, 0.207, 0.183, 0.232, 0.232, 0.176, 0.256, 0.194, 0.236, 0.256, 0.505, 0.445, 0.435, 0.443, 0.431, -0.641, -0.071, -0.497, 0.979, -0.638, -0.510, -0.265, 0.216, 0.225, 0.227, 0.192, 0.195, 0.189, 0.204, 0.197]}

[2]
{"formula": "C13H28O4Zr", "method": "ωB97M-V with the def2-TZVPD basis set", "mol_weight_g_mol": 339.6, "charge": 4, "homo_lumo_gap_ev": 2.97, "fmax_ha_per_bohr": 0.0602, "lumo_ev": -18.09, "elements": ["C", "O", "C", "C", "C", "C", "C", "C", "C", "C", "O", "C", "O", "C", "C", "C", "O", "H", "H", "H", "H", "H", "H", "H", "H", "H", "H", "H", "H", "H", "H", "H", "H", "H", "H", "H", "H", "H", "H", "H", "H", "H", "H", "H", "H", "Zr"], "positions_angstrom": [[-2.40123, -0.26512, 3.05387], [-3.36194, -1.12087, 2.42419], [-3.33546, -1.02013, 1.01437], [-3.85773, 0.36556, 0.46038], [-2.79320, 1.27991, -0.25631], [-2.12898, 0.63653, -1.54405], [-0.71658, -0.03420, -1.25224], [0.50731, 0.89267, -1.74666], [1.85370, 0.11909, -1.50501], [2.59117, -0.06535, -2.97790], [3.63088, -0.98130, -2.77200], [3.21665, -2.32510, -2.89709], [2.80973, 0.75478, -0.72601], [2.39111, 1.16507, 0.57529], [1.88471, -0.02825, 1.49701], [2.86166, -0.32161, 2.72199], [2.71478, 0.64662, 3.72726], [-1.87812, 0.40842, 2.33226], [-1.64831, -0.83991, 3.63914], [-2.96245, 0.39447, 3.76025], [-4.02513, -1.80775, 0.63246], [-2.31909, -1.29687, 0.66373], [-4.21754, 0.95223, 1.40262], [-4.76703, 0.15587, -0.16143], [-3.36121, 2.20663, -0.62390], [-2.02820, 1.68366, 0.44922], [-2.08323, 1.34291, -2.40185], [-2.81331, -0.18250, -1.87545], [-0.57467, -0.17328, -0.15418], [-0.66868, -0.98735, -1.81892], [0.31338, 1.02045, -2.84252], [0.47138, 1.90592, -1.30489], [1.61926, -0.94335, -1.17773], [3.09701, 0.89063, -3.25975], [1.89153, -0.43018, -3.75802], [3.74295, -2.94889, -2.13096], [2.11228, -2.43699, -2.71220], [3.41194, -2.76256, -3.92022], [3.29970, 1.58333, 1.07007], [1.64992, 1.99422, 0.58225], [0.93551, 0.31513, 1.96964], [1.76287, -1.00779, 0.97279], [3.91196, -0.41068, 2.35015], [2.57570, -1.32425, 3.12358], [1.97159, 0.39538, 4.28935], [-5.28660, 2.60482, 1.10740]], "nbo_charge": [-0.278, -0.495, -0.076, -0.405, -0.420, -0.414, -0.383, -0.414, 0.176, -0.049, -0.143, -0.318, -0.392, -0.104, -0.431, -0.060, -0.498, 0.130, 0.234, 0.203, 0.254, 0.196, 0.032, 0.253, 0.160, 0.239, 0.266, 0.256, 0.211, 0.250, 0.265, 0.262, 0.213, 0.309, 0.257, 0.284, 0.213, 0.337, 0.279, 0.246, 0.229, 0.244, 0.248, 0.243, 0.503, 1.890]}

[3]
{"formula": "C13H29BIrN7S", "method": "ωB97M-V with the def2-TZVPD basis set", "mol_weight_g_mol": 518.5, "spin_multiplicity": 2, "charge": 3, "homo_lumo_gap_ev": [4.16, 3.52], "fmax_ha_per_bohr": 0.0828, "lumo_ev": [-12.52, -13.15], "de_lowest_kj_mol": 254.48, "elements": ["Ir", "C", "C", "N", "C", "C", "S", "C", "C", "N", "H", "H", "H", "H", "H", "H", "H", "H", "H", "H", "H", "H", "H", "H", "B", "C", "N", "H", "H", "H", "C", "N", "C", "N", "C", "N", "C", "N", "C", "C", "H", "H", "H", "H", "H", "H", "H", "H", "H", "H", "H", "H"], "positions_angstrom": [[-0.10106, 0.75500, -0.16778], [-1.29866, 3.05700, -2.23028], [-1.67086, 1.67230, -2.76478], [-1.84306, 0.67320, -1.68748], [-3.13886, 0.71790, -0.97868], [-3.29416, 1.85820, 0.02322], [-1.84966, 2.09330, 1.14372], [-1.37006, 3.82170, 0.77642], [-0.20666, 3.96660, -0.20698], [-0.20436, 2.94620, -1.25718], [-2.15286, 3.53850, -1.75888], [-1.01636, 3.68770, -3.07928], [-0.87166, 1.31110, -3.41708], [-2.58316, 1.75620, -3.36318], [-1.81686, -0.23390, -2.15278], [-3.26306, -0.23620, -0.45918], [-3.96436, 0.80510, -1.69788], [-4.14676, 1.64490, 0.67282], [-3.49546, 2.80380, -0.46968], [-1.07736, 4.25380, 1.73282], [-2.27116, 4.33670, 0.44832], [0.73394, 3.87650, 0.33952], [-0.25156, 4.97820, -0.63188], [0.68424, 2.99170, -1.75128], [4.37614, 1.75940, 0.94252], [3.02674, 1.46910, 0.33012], [1.94984, 1.20710, -0.02998], [5.25014, 1.31050, 0.25252], [4.91094, 2.82160, 0.79802], [4.27044, 1.57580, 2.10722], [1.11234, -2.20320, -0.57158], [0.35054, -1.59720, 0.55782], [-0.82776, -2.47130, 0.80712], [-0.41856, -3.82780, 1.06132], [0.29394, -4.38800, -0.07778], [1.47634, -3.56410, -0.28048], [2.34234, -3.63420, 0.88592], [1.58174, -3.08650, 1.99742], [1.21404, -1.71440, 1.76592], [0.41514, -3.91630, 2.25002], [2.01634, -1.61290, -0.74658], [0.49734, -2.18590, -1.47548], [-1.48196, -2.46210, -0.06768], [-1.38176, -2.09500, 1.67122], [-0.33426, -4.36760, -0.97198], [0.58224, -5.42200, 0.12002], [3.25194, -3.05210, 0.71962], [2.61834, -4.66980, 1.08942], [2.11544, -1.11520, 1.61892], [0.67174, -1.32980, 2.63372], [-0.12836, -3.55370, 3.12492], [0.71834, -4.94990, 2.42512]], "nbo_charge": [1.040, -0.262, -0.253, -0.578, -0.247, -0.548, 0.547, -0.550, -0.256, -0.522, 0.214, 0.272, 0.240, 0.256, 0.421, 0.227, 0.254, 0.294, 0.249, 0.298, 0.265, 0.254, 0.263, 0.437, -0.711, 0.539, -0.790, 0.184, 0.173, 0.094, -0.126, -0.443, -0.114, -0.139, -0.123, -0.176, -0.114, -0.390, -0.101, -0.114, 0.268, 0.227, 0.226, 0.257, 0.244, 0.269, 0.267, 0.259, 0.255, 0.243, 0.261, 0.260]}

[4]
{"formula": "C13H29Br2F6LiNO5S2Si3", "method": "ωB97M-V with the def2-TZVPD basis set", "mol_weight_g_mol": 708.5, "charge": -1, "homo_lumo_gap_ev": 7.05, "fmax_ha_per_bohr": 0.0094, "lumo_ev": 2.38, "de_lowest_kj_mol": 0.00, "elements": ["Li", "C", "O", "Si", "C", "C", "C", "Si", "C", "C", "C", "Si", "C", "C", "C", "H", "H", "H", "H", "H", "H", "H", "H", "H", "H", "H", "H", "H", "H", "H", "H", "H", "H", "H", "H", "H", "H", "H", "H", "H", "H", "H", "Br", "C", "Br", "H", "H", "F", "C", "F", "F", "S", "O", "O", "N", "S", "O", "O", "C", "F", "F", "F"], "positions_angstrom": [[-1.03702, 0.26271, -0.32973], [-2.37708, -0.65561, 2.47054], [-1.35873, -0.42478, 1.52832], [0.32580, -0.55282, 1.82204], [0.80585, 1.06458, 2.64799], [0.52698, -1.82329, 3.21119], [0.97374, -0.88168, 0.18498], [2.54699, -0.11191, -0.31620], [2.39535, 1.72099, -0.73897], [3.31693, -0.87154, -1.87203], [3.93641, -0.23909, 0.97211], [0.69680, -2.62550, -0.31589], [0.74141, -3.02335, -2.16608], [1.95744, -3.83164, 0.43692], [-1.01523, -3.27378, 0.18704], [-2.29889, -1.65993, 2.89880], [-3.34471, -0.56834, 1.97439], [-2.34541, 0.07265, 3.28870], [0.10466, 1.25027, 3.47008], [0.77292, 1.92901, 1.98624], [1.80515, 1.00171, 3.08849], [0.02078, -1.49013, 4.12314], [1.59639, -1.88452, 3.43967], [0.18500, -2.83119, 2.97763], [1.64741, 1.87602, -1.52508], [3.35137, 2.10604, -1.11042], [2.09557, 2.33214, 0.11240], [2.64746, -0.81074, -2.73397], [3.60661, -1.91717, -1.74421], [4.22181, -0.30199, -2.10932], [3.68157, 0.27275, 1.90377], [4.86272, 0.20486, 0.59206], [4.13804, -1.28725, 1.21385], [1.72491, -2.89517, -2.61613], [0.03028, -2.41623, -2.72987], [0.45124, -4.07254, -2.29070], [2.97417, -3.57767, 0.12151], [1.75737, -4.86125, 0.12020], [1.93619, -3.80091, 1.52963], [-1.80794, -2.63326, -0.21317], [-1.16627, -3.34448, 1.26499], [-1.15028, -4.27519, -0.23486], [-0.70489, 0.29638, -3.39598], [-2.55549, -0.00559, -3.82747], [-3.14639, -1.77507, -3.35046], [-2.67395, 0.10704, -4.89579], [-3.14426, 0.70338, -3.26179], [-3.28738, 2.37557, 1.94700], [-3.99094, 2.37915, 0.81874], [-4.66868, 3.51569, 0.73091], [-4.87193, 1.37130, 0.86565], [-2.88403, 2.14038, -0.67057], [-2.89135, 0.70495, -0.87406], [-3.45050, 2.97878, -1.68120], [-1.41542, 2.46279, -0.20614], [-0.96922, 3.98472, 0.03248], [0.23629, 3.97820, 0.79401], [-2.06183, 4.82952, 0.40663], [-0.46286, 4.58241, -1.67401], [0.72882, 5.17884, -1.59962], [-1.34422, 5.46639, -2.13755], [-0.37552, 3.57439, -2.54082]], "nbo_charge": [0.841, -0.228, -0.969, 1.983, -1.166, -1.168, -2.099, 1.750, -1.128, -1.119, -1.127, 1.750, -1.126, -1.132, -1.119, 0.167, 0.185, 0.167, 0.225, 0.258, 0.227, 0.224, 0.235, 0.229, 0.221, 0.218, 0.245, 0.226, 0.222, 0.221, 0.223, 0.218, 0.223, 0.228, 0.230, 0.217, 0.222, 0.216, 0.224, 0.231, 0.220, 0.219, 0.066, -0.527, 0.037, 0.222, 0.246, -0.306, 0.734, -0.300, -0.317, 2.241, -1.002, -0.919, -1.255, 2.246, -0.913, -0.930, 0.724, -0.312, -0.309, -0.310]}

[5]
{"formula": "C13H29N2O4", "method": "ωB97M-V with the def2-TZVPD basis set", "mol_weight_g_mol": 277.4, "charge": -1, "homo_lumo_gap_ev": 4.24, "fmax_ha_per_bohr": 0.0114, "lumo_ev": 2.40, "de_lowest_kj_mol": 168.47, "elements": ["C", "C", "C", "C", "N", "O", "C", "C", "N", "C", "C", "C", "O", "H", "H", "H", "H", "H", "H", "H", "H", "H", "H", "H", "H", "H", "H", "H", "H", "H", "H", "H", "H", "H", "O", "C", "O", "C", "C", "C", "H", "H", "H", "H", "H", "H", "H", "H"], "positions_angstrom": [[4.81841, -2.56137, 2.69562], [4.84833, -2.54737, 1.17026], [4.18550, -1.31282, 0.55654], [4.48850, -1.24942, -0.95932], [2.79615, -1.36071, 0.89344], [2.32056, 0.04648, 0.75579], [1.95065, 0.59350, 1.98220], [0.42602, 0.59451, 2.10876], [0.00295, -0.73060, 2.57363], [-1.20137, -1.35778, 2.06674], [-1.18662, -1.61355, 0.52241], [-2.20009, -0.74786, -0.23442], [0.05079, -1.33426, -0.08204], [3.83266, -2.85328, 3.05673], [5.57440, -3.23360, 3.11554], [5.00880, -1.55410, 3.08255], [4.32580, -3.43132, 0.78309], [5.89118, -2.59701, 0.82776], [4.66523, -0.41330, 1.00256], [4.33859, -2.23542, -1.41513], [3.79121, -0.54749, -1.42099], [5.51771, -0.92645, -1.17729], [2.35460, -0.03632, 2.78839], [2.35618, 1.61559, 2.09420], [0.01478, 0.78704, 1.11915], [0.08125, 1.39913, 2.78407], [-0.07294, -0.69189, 3.58054], [-2.14968, -0.85247, 2.33349], [-1.22734, -2.33341, 2.56518], [-1.46921, -2.67028, 0.39688], [-3.12510, -1.27511, -0.47547], [-1.72994, -0.42867, -1.16606], [-2.47085, 0.14390, 0.33684], [0.83738, -1.76033, 0.32030], [-5.35648, 0.26060, -2.19415], [-4.75735, 1.22356, -2.58272], [-3.93581, 1.86579, -1.73003], [-3.06669, 2.92930, -2.13102], [-3.76573, 4.27239, -2.13123], [-4.95632, 1.77275, -3.97977], [-2.60636, 2.70592, -3.09385], [-2.27183, 2.91053, -1.38758], [-4.57333, 4.30805, -2.86323], [-3.05268, 5.06246, -2.36972], [-4.18865, 4.47226, -1.14688], [-5.83026, 2.42496, -3.96265], [-5.16930, 0.93396, -4.63638], [-4.11369, 2.33349, -4.37273]], "nbo_charge": [-0.602, -0.393, -0.077, -0.633, -0.580, -0.504, -0.064, -0.254, -0.618, -0.225, 0.096, -0.628, -0.758, 0.219, 0.173, 0.194, 0.190, 0.171, 0.128, 0.180, 0.214, 0.163, 0.180, 0.133, 0.210, 0.137, 0.343, 0.136, 0.180, 0.134, 0.203, 0.222, 0.194, 0.533, -0.571, 0.799, -0.498, -0.072, -0.636, -0.742, 0.175, 0.212, 0.201, 0.216, 0.219, 0.236, 0.244, 0.217]}

[6]
{"formula": "C13H29N2O4P", "method": "ωB97M-V with the def2-TZVPD basis set", "mol_weight_g_mol": 308.4, "charge": 0, "homo_lumo_gap_ev": 1.92, "fmax_ha_per_bohr": 0.1066, "lumo_ev": -4.14, "de_lowest_kj_mol": 206.90, "elements": ["C", "C", "C", "C", "N", "P", "O", "O", "O", "H", "H", "H", "H", "H", "H", "H", "H", "H", "H", "H", "C", "C", "C", "C", "C", "C", "N", "O", "C", "C", "C", "H", "H", "H", "H", "H", "H", "H", "H", "H", "H", "H", "H", "H", "H", "H", "H", "H", "H"], "positions_angstrom": [[7.79485, 0.83941, 0.23178], [6.88518, 0.11862, -0.75458], [5.38951, 0.20895, -0.39190], [4.85070, 1.57940, -0.79619], [3.41440, 1.83524, -0.78486], [2.38756, 0.74933, -0.28848], [0.98836, 1.27984, -0.26042], [2.30637, -0.56972, -1.24829], [2.68249, 0.21394, 1.21911], [8.81469, 0.48935, 0.10868], [7.81652, 1.90878, 0.05924], [7.47856, 0.66333, 1.25521], [7.03598, 0.54778, -1.74269], [7.17430, -0.92616, -0.83458], [5.35674, 0.10578, 0.68742], [4.91100, -0.61819, -0.90481], [5.22875, 1.81016, -1.79545], [5.31333, 2.30945, -0.12505], [2.77426, -1.30769, -0.85029], [1.91168, 0.42805, 1.74078], [-4.72158, -0.85598, -1.48719], [-4.74846, -0.77949, 0.05202], [-4.89579, 0.68162, 0.49270], [-3.63615, 1.50907, 0.23329], [-2.40516, 0.87719, 0.88128], [-2.19607, -0.60478, 0.54161], [-3.49621, -1.35867, 0.66862], [-3.70302, -1.69733, 1.83342], [-1.60580, -0.75095, -0.87693], [-1.12768, -1.17488, 1.45115], [-5.97383, -1.59108, 0.46126], [-5.71595, -0.64823, -1.87555], [-4.06199, -0.13084, -1.95293], [-4.43420, -1.85066, -1.82845], [-5.13428, 0.71769, 1.56107], [-5.74733, 1.11558, -0.03061], [-3.47595, 1.63802, -0.83872], [-3.77609, 2.51160, 0.63922], [-1.50237, 1.41917, 0.58975], [-2.49603, 0.97955, 1.96828], [-1.56461, -1.80054, -1.17430], [-0.58645, -0.35874, -0.88570], [-2.14648, -0.19758, -1.64011], [-1.32181, -1.03295, 2.51445], [-0.19494, -0.65962, 1.22810], [-0.96540, -2.24141, 1.28755], [-5.86132, -2.63769, 0.17611], [-6.84998, -1.19675, -0.04517], [-6.17030, -1.54697, 1.53116]], "nbo_charge": [-0.608, -0.385, -0.425, -0.215, -1.053, 2.411, -1.211, -1.004, -1.025, 0.200, 0.204, 0.197, 0.192, 0.189, 0.202, 0.187, 0.166, 0.172, 0.485, 0.497, -0.629, 0.097, -0.404, -0.409, -0.416, 0.094, 0.294, -0.162, -0.654, -0.627, -0.619, 0.232, 0.228, 0.228, 0.218, 0.241, 0.215, 0.242, 0.305, 0.211, 0.212, 0.312, 0.209, 0.219, 0.271, 0.225, 0.228, 0.234, 0.232]}